{
  "formula": "C6H8O3",
  "method": "ωB97M-V/def2-TZVPD",
  "elements": ["C", "C", "C", "C", "C", "C", "H", "H", "H", "H", "H", "H", "H", "H", "O", "O", "O"],
  "positions_angstrom": [[1.28964, -0.27857, 0.28382], [0.34737, -1.46013, 0.08370], [-1.07817, -1.09120, 0.46650], [-1.67336, 0.22416, 0.20547], [-0.76700, 1.28111, -0.36532], [0.69786, 1.02468, -0.30696], [3.26572, -0.00109, 0.03668], [1.38426, -0.18552, 1.34214], [0.65370, -2.26641, 0.74446], [0.37625, -1.82084, -0.94207], [-1.42118, -1.76460, 1.22691], [-2.47009, 0.57878, 0.87637], [-1.15172, 1.85157, -1.17222], [1.32952, 1.46307, -1.08883], [2.53010, -0.56844, -0.31582], [-1.98353, -0.85548, -0.64154], [0.09536, 1.91701, 0.55402]],
  "lowdin_charge": [-0.32, -0.06, -0.20, -0.20, -0.16, -0.19, 0.13, 0.15, 0.12, 0.14, 0.14, 0.16, 0.14, 0.16, -0.03, 0.02, 0.03],
  "e_homo_ev": -10.250,
  "smiles": "O[C@@H]1C[C@@H]2O[C@@H]2[C@H]2O[C@H]21",
  "fmax_ev_per_a": 1.742,
  "total_charge": 0
}

***

{
  "formula": "C6H8O4",
  "method": "ωB97M-V/def2-TZVPD",
  "elements": ["C", "C", "C", "C", "C", "C", "H", "H", "H", "H", "H", "H", "H", "H", "O", "O", "O", "O"],
  "positions_angstrom": [[0.07916, 1.42630, 0.47763], [-0.16214, 0.23402, -0.39826], [1.17897, -0.21756, -0.90754], [2.26181, -0.60352, 0.13381], [-1.40462, -0.24722, -0.78540], [-2.57454, -0.50367, 0.07305], [0.74970, 2.13740, -0.08515], [-0.91054, 1.93999, 0.74531], [0.76088, 1.18026, 1.34743], [1.56617, 0.76092, -1.28418], [1.20915, -0.95944, -1.76694], [1.25779, -2.04013, 0.66721], [-1.57427, -0.52968, -1.88522], [-1.68174, 0.18194, 1.63419], [2.01954, -1.64322, 0.92488], [3.32170, -0.02559, 0.10110], [-2.53898, -0.12844, 1.41963], [-3.55804, -0.96237, -0.41156]],
  "lowdin_charge": [-0.05, -0.28, -0.08, -0.52, 0.04, -0.51, 0.11, 0.12, 0.11, 0.13, 0.16, 0.06, 0.15, 0.05, 0.18, 0.12, 0.10, 0.12],
  "e_homo_ev": -9.766,
  "smiles": "C/C(=C\\C(=O)O)CC(=O)O",
  "fmax_ev_per_a": 4.491,
  "total_charge": 0
}